DFT (the ωB97M-V functional and the def2-TZVPD basis) results for a structure of composition C56H35BrCl4N7SeZr in a non-equilibrium geometry.

Last column: Mulliken charge in e.
CARTESIAN COORDINATES (ANGSTROEM)
C: 10.270 13.223 12.748  0.4342
C: 17.251 8.314 13.594  0.3786
C: 8.581 19.168 6.869  0.3080
C: 16.073 14.881 10.841  0.4572
H: 7.653 12.338 12.363  0.6146
N: 16.496 10.101 17.729  -0.4499
C: 17.146 9.080 18.277  -0.3737
H: 10.391 13.688 15.364  0.5048
H: 18.159 16.633 11.971  0.3914
C: 8.961 18.163 9.051  -0.5561
C: 14.704 16.793 10.042  0.2208
C: 17.397 8.792 12.262  -0.6705
H: 14.726 10.277 14.454  0.8140
H: 12.751 19.241 8.915  0.5205
C: 14.585 9.621 19.132  -0.5385
H: 17.740 12.110 11.616  0.6148
C: 10.452 15.848 10.197  0.2065
C: 11.523 11.015 13.162  -1.3236
C: 15.316 8.587 19.640  -0.1609
H: 18.198 14.479 10.413  0.5571
H: 19.822 18.595 11.558  0.3961
N: 12.799 12.847 12.475  0.2389
H: 18.503 12.831 18.771  0.3667
H: 21.073 12.863 18.702  0.3277
C: 15.247 10.388 18.140  0.2900
H: 5.647 12.767 14.031  0.3728
C: 19.286 18.809 9.532  0.4155
C: 9.812 18.776 6.454  -0.8413
C: 9.397 13.388 15.061  -0.5759
C: 6.705 12.954 14.275  -0.9928
H: 17.334 15.100 19.030  0.3568
N: 13.363 15.761 13.925  -1.0577
C: 12.817 10.583 13.026  -0.8906
H: 8.478 13.837 17.035  0.3074
C: 6.970 13.339 15.592  0.3467
H: 8.417 15.732 9.277  0.5550
H: 13.529 9.843 19.441  0.3818
C: 8.910 14.325 10.938  -1.2125
Br: 14.419 11.998 17.505  -0.1842
C: 8.288 13.538 15.958  -0.6048
C: 11.455 12.424 12.833  0.0835
H: 8.659 18.150 10.114  0.5101
C: 15.049 11.798 12.395  0.3665
H: 13.185 9.592 13.295  0.7272
H: 8.000 13.711 10.993  0.2401
H: 17.373 6.277 19.672  0.3091
C: 19.202 18.158 10.798  -0.8429
C: 20.489 13.706 19.147  -0.1844
C: 16.600 8.248 19.239  0.7451
C: 13.626 11.731 12.645  0.4600
C: 11.125 16.867 9.525  0.4791
H: 11.689 17.790 6.970  0.4364
H: 17.389 7.241 21.038  0.4219
H: 18.720 17.092 19.540  0.3190
Se: 14.922 16.012 16.431  -0.0695
H: 21.109 16.681 20.305  0.3370
C: 17.271 14.116 10.815  -1.1881
H: 10.728 10.370 13.533  0.5370
N: 15.126 14.145 11.511  0.1248
C: 10.704 18.121 7.338  -0.3670
H: 18.323 19.009 7.529  0.3181
C: 13.895 16.013 14.966  0.5213
C: 17.459 17.472 8.778  -0.3994
C: 10.295 17.777 8.629  -0.0387
C: 15.713 12.917 11.854  0.5829
C: 7.803 12.733 13.408  0.0685
C: 13.200 18.251 9.218  -1.3539
C: 15.564 9.906 13.906  -1.0137
C: 10.136 14.219 11.706  0.7867
H: 18.235 8.446 11.691  0.4430
H: 14.838 7.854 20.298  0.3374
C: 17.057 12.910 11.361  -1.3181
C: 8.114 18.787 8.175  -0.5983
C: 17.248 16.929 10.042  -0.2908
C: 14.573 17.992 9.300  -0.8474
C: 19.099 16.047 19.630  -0.4179
Cl: 20.551 19.897 9.251  -0.1779
C: 9.133 13.120 13.736  -0.0680
H: 18.588 7.585 19.746  0.2951
C: 20.501 15.851 19.875  -0.1161
Cl: 5.649 13.737 16.610  -0.1890
H: 16.359 9.994 10.747  0.7075
C: 18.400 14.899 19.261  -0.1849
C: 9.122 15.382 10.047  -1.0420
Zr: 13.166 14.946 12.091  1.9509
C: 19.104 13.703 19.085  -0.2953
H: 10.184 19.070 5.471  0.3742
C: 18.362 18.468 8.534  -0.6536
H: 16.042 8.389 15.467  0.3744
C: 15.841 10.512 12.685  0.0031
C: 15.926 16.216 10.423  1.4371
H: 7.033 19.091 8.415  0.2980
N: 21.207 14.744 19.632  -0.5227
N: 11.089 15.119 11.265  0.0174
C: 18.250 17.179 11.000  -0.3878
C: 17.488 7.321 20.010  -1.4378
C: 16.276 8.858 14.450  -0.8306
Cl: 18.200 6.994 14.228  -0.2085
N: 13.444 16.299 10.377  -0.1900
H: 18.115 8.894 17.829  0.3945
C: 12.497 17.157 9.727  0.4931
H: 15.417 18.596 8.975  0.7729
C: 16.539 9.795 11.755  -0.6864
H: 16.738 17.321 7.999  0.8891
Cl: 7.434 19.939 5.817  -0.1863

Values from the calculation:
* 2S+1: 1
* E_LUMO (spin up / spin down): -4.69 / -4.79 eV
* energy relative to the best compared isomer or geometry (same formula, charge and spin): 2.8212 eV
* total charge: +1
* M: 1197.84 g/mol